{
  "formula": "H18O9",
  "method": "ωB97M-V with the def2-TZVPD basis set",
  "fmax_ev_per_a": 8.3,
  "de_lowest_kj_mol": 782.7,
  "homo_ev": -9.668,
  "symbols": ["O", "H", "H", "O", "H", "H", "O", "H", "H", "O", "H", "H", "O", "H", "H", "O", "H", "H", "O", "H", "H", "O", "H", "H", "O", "H", "H"],
  "coordinates": [[-0.148, -0.580, -0.053], [-0.122, 0.316, 0.283], [0.659, -0.670, -0.560], [0.139, 1.302, 2.375], [-0.284, 0.476, 2.140], [-0.077, 1.428, 3.299], [-1.970, 1.395, 0.537], [-2.819, 1.574, 0.134], [-2.045, 1.748, 1.423], [-0.836, -0.631, 2.191], [-0.988, -1.469, 1.754], [-1.695, -0.209, 2.205], [0.851, 1.722, -1.332], [0.856, 2.655, -1.116], [-0.012, 1.570, -1.717], [1.354, -0.809, -1.669], [1.868, -0.434, -2.384], [1.985, -1.320, -1.162], [-0.483, -1.663, -2.350], [0.329, -1.281, -2.018], [-0.199, -2.293, -3.012], [-1.268, -2.414, 0.320], [-0.551, -1.828, 0.075], [-1.998, -1.828, 0.520], [2.381, 1.281, 0.358], [1.847, 1.092, -0.413], [3.225, 0.869, 0.173]],
  "nbo_charge": [-0.961, 0.519, 0.450, -0.998, 0.444, 0.447, -0.952, 0.473, 0.482, -0.910, 0.502, 0.468, -0.952, 0.501, 0.498, -0.857, 0.528, 0.514, -0.984, 0.427, 0.439, -0.953, 0.474, 0.443, -0.952, 0.467, 0.442]
}

{
  "formula": "C32H74Cl12O13P3",
  "method": "ωB97M-V with the def2-TZVPD basis set",
  "total_charge": -1,
  "fmax_ev_per_a": 3.4,
  "homo_ev": -5.303,
  "symbols": ["C", "C", "O", "H", "H", "H", "H", "H", "Cl", "C", "C", "Cl", "H", "H", "H", "H", "Cl", "C", "C", "Cl", "H", "H", "H", "H", "Cl", "C", "C", "Cl", "H", "H", "H", "H", "Cl", "C", "C", "Cl", "H", "H", "H", "H", "Cl", "C", "C", "Cl", "H", "H", "H", "H", "Cl", "C", "C", "Cl", "H", "H", "H", "H", "C", "C", "O", "P", "O", "O", "C", "C", "O", "C", "C", "H", "H", "H", "H", "H", "H", "H", "H", "H", "H", "H", "H", "H", "H", "H", "C", "C", "O", "P", "O", "O", "C", "C", "O", "C", "C", "H", "H", "H", "H", "H", "H", "H", "H", "H", "H", "H", "H", "H", "H", "H", "C", "C", "O", "P", "O", "O", "C", "C", "O", "C", "C", "H", "H", "H", "H", "H", "H", "H", "H", "H", "H", "H", "H", "H", "H", "H"],
  "coordinates": [[-1.680, -1.477, -2.166], [-1.302, -0.204, -1.347], [-2.444, 0.328, -0.788], [-2.399, -1.124, -2.927], [-2.187, -2.098, -1.455], [-0.880, -1.984, -2.708], [-0.836, 0.609, -1.940], [-0.618, -0.634, -0.582], [-1.908, 1.152, 3.801], [-1.310, 0.387, 2.222], [0.112, 0.890, 2.119], [1.029, -0.037, 3.374], [-1.984, 0.776, 1.439], [-1.398, -0.674, 2.227], [0.133, 1.933, 2.383], [0.595, 0.670, 1.171], [-3.545, -1.301, -6.867], [-4.072, -1.899, -5.268], [-4.793, -0.828, -4.579], [-6.507, -0.631, -4.955], [-3.155, -2.190, -4.732], [-4.737, -2.732, -5.424], [-4.355, 0.126, -4.630], [-4.824, -1.069, -3.479], [-2.611, 4.655, -2.514], [-2.237, 2.889, -2.523], [-2.903, 2.076, -3.612], [-2.059, 2.195, -5.205], [-2.479, 2.398, -1.560], [-1.106, 2.798, -2.575], [-3.980, 2.357, -3.709], [-2.827, 1.003, -3.234], [-4.810, -0.833, 1.839], [-5.128, -1.162, 0.090], [-6.107, -2.254, -0.099], [-5.809, -3.760, 0.810], [-4.123, -1.305, -0.334], [-5.612, -0.278, -0.208], [-6.029, -2.551, -1.166], [-7.165, -1.967, 0.144], [-6.053, 2.419, -0.752], [-4.462, 2.707, 0.192], [-4.640, 2.840, 1.700], [-4.865, 4.503, 2.276], [-4.227, 3.639, -0.281], [-3.843, 1.855, -0.096], [-3.703, 2.501, 2.143], [-5.412, 2.245, 2.083], [-2.690, -4.960, -3.793], [-1.259, -5.341, -2.835], [-0.756, -6.718, -3.222], [-2.058, -7.868, -2.951], [-1.406, -5.297, -1.814], [-0.442, -4.651, -3.024], [0.111, -7.024, -2.648], [-0.525, -6.704, -4.332], [3.047, 6.575, 5.985], [1.854, 7.022, 5.198], [1.729, 6.007, 4.149], [0.397, 6.152, 3.238], [0.197, 7.395, 2.503], [0.602, 4.899, 2.329], [-0.243, 4.767, 1.228], [0.372, 3.744, 0.183], [-0.787, 5.846, 4.188], [-0.695, 4.620, 4.922], [-2.044, 4.071, 5.125], [2.890, 5.503, 6.198], [3.970, 6.664, 5.452], [3.067, 7.044, 6.959], [0.922, 7.109, 5.830], [1.970, 7.987, 4.672], [-1.247, 4.529, 1.680], [-0.280, 5.747, 0.705], [1.328, 3.289, 0.589], [-0.399, 2.961, -0.068], [0.663, 4.338, -0.673], [0.050, 3.962, 4.568], [-0.355, 4.851, 5.920], [-2.531, 3.650, 4.217], [-2.040, 3.247, 5.903], [-2.697, 4.863, 5.506], [1.587, 0.983, -3.635], [2.592, 1.842, -2.907], [3.547, 0.865, -2.280], [5.008, 1.424, -1.968], [5.608, 2.360, -2.895], [4.800, 2.013, -0.481], [3.863, 1.526, 0.483], [4.481, 0.462, 1.380], [5.911, 0.101, -1.825], [6.778, -0.513, -2.851], [8.253, -0.147, -2.569], [1.320, 0.153, -2.938], [0.604, 1.447, -3.823], [2.095, 0.623, -4.492], [3.103, 2.499, -3.573], [2.055, 2.365, -2.108], [3.569, 2.438, 0.993], [2.929, 1.214, 0.055], [3.815, 0.137, 2.218], [4.649, -0.389, 0.777], [5.485, 0.743, 1.830], [6.618, -1.571, -2.688], [6.483, -0.090, -3.811], [8.359, 0.903, -2.794], [8.487, -0.480, -1.540], [8.793, -0.717, -3.331], [1.750, -7.225, 2.990], [2.702, -6.430, 2.095], [2.085, -5.188, 1.717], [1.370, -5.042, 0.325], [1.799, -6.035, -0.665], [-0.160, -5.131, 0.681], [-0.963, -3.993, 1.194], [-2.004, -4.483, 2.132], [1.586, -3.521, -0.128], [2.756, -2.823, -0.613], [3.609, -3.649, -1.566], [0.745, -7.293, 2.583], [1.959, -8.302, 3.114], [1.710, -6.731, 3.964], [3.598, -6.172, 2.609], [2.865, -6.948, 1.163], [-0.314, -3.273, 1.703], [-1.493, -3.532, 0.372], [-2.687, -3.652, 2.393], [-2.641, -5.216, 1.635], [-1.514, -4.758, 3.045], [2.424, -1.954, -1.148], [3.262, -2.508, 0.301], [4.154, -4.482, -1.059], [2.908, -4.195, -2.226], [4.244, -2.894, -2.020]],
  "lowdin_charge": [-0.086, -0.474, -0.363, 0.037, 0.041, 0.059, 0.066, 0.079, 0.560, -0.573, -0.632, 0.531, 0.040, 0.044, 0.032, 0.056, 0.541, -0.663, -0.725, 0.562, 0.036, 0.061, 0.007, 0.083, 0.524, -0.684, -0.645, 0.523, 0.028, 0.060, 0.085, 0.061, 0.545, -0.623, -0.667, 0.514, 0.049, 0.004, 0.076, 0.089, 0.473, -0.548, -0.656, 0.556, 0.008, 0.023, 0.017, 0.031, 0.587, -0.681, -0.672, 0.539, 0.029, 0.076, 0.057, 0.089, -0.081, -0.264, -0.194, 0.332, -0.213, -0.190, -0.251, -0.044, -0.143, -0.291, -0.124, 0.089, 0.071, 0.073, 0.131, 0.121, 0.131, 0.116, 0.073, 0.078, 0.060, 0.102, 0.113, 0.017, 0.094, 0.087, -0.067, -0.202, -0.212, 0.385, -0.222, -0.169, -0.271, -0.060, -0.221, -0.223, -0.067, 0.079, 0.055, 0.067, 0.102, 0.108, 0.111, 0.090, 0.059, 0.035, 0.102, 0.103, 0.114, 0.069, 0.087, 0.074, -0.064, -0.240, -0.177, 0.356, -0.239, -0.176, -0.231, -0.074, -0.192, -0.229, -0.067, 0.069, 0.081, 0.075, 0.107, 0.095, 0.117, 0.103, 0.080, 0.084, 0.072, 0.103, 0.114, 0.087, 0.082, 0.064]
}

{
  "formula": "C25H36N4O6",
  "method": "ωB97M-V with the def2-TZVPD basis set",
  "fmax_ev_per_a": 1.3,
  "de_lowest_kj_mol": 0.0,
  "homo_ev": -8.282,
  "smiles": "COc1cccc([C@H](C(=O)NC(C)(C)C)N(C(=O)CCC(=O)Nc2cc(C)on2)C(C)C)c1OC",
  "symbols": ["C", "O", "C", "C", "C", "C", "C", "C", "C", "O", "N", "C", "C", "C", "C", "N", "C", "O", "C", "C", "C", "O", "N", "C", "C", "C", "C", "O", "N", "C", "C", "C", "C", "O", "C", "H", "H", "H", "H", "H", "H", "H", "H", "H", "H", "H", "H", "H", "H", "H", "H", "H", "H", "H", "H", "H", "H", "H", "H", "H", "H", "H", "H", "H", "H", "H", "H", "H", "H", "H", "H"],
  "coordinates": [[-0.884, 4.773, 0.079], [-1.366, 3.468, 0.300], [-0.477, 2.440, 0.278], [0.903, 2.589, 0.239], [1.726, 1.477, 0.211], [1.191, 0.206, 0.244], [-0.185, 0.033, 0.307], [-0.787, -1.355, 0.436], [-0.733, -1.565, 1.959], [0.181, -2.104, 2.550], [-1.803, -1.002, 2.546], [-1.923, -0.738, 3.982], [-3.262, -0.034, 4.189], [-1.894, -2.063, 4.746], [-0.772, 0.167, 4.431], [-0.102, -2.304, -0.442], [-0.199, -1.954, -1.745], [-0.933, -1.034, -2.092], [0.639, -2.680, -2.784], [0.865, -1.789, -4.013], [1.685, -0.558, -3.661], [2.896, -0.549, -3.674], [0.914, 0.526, -3.358], [1.375, 1.784, -3.062], [2.716, 2.255, -3.016], [2.583, 3.573, -2.703], [3.577, 4.652, -2.484], [1.277, 3.873, -2.576], [0.531, 2.756, -2.802], [0.435, -3.553, 0.100], [1.942, -3.480, 0.357], [0.050, -4.792, -0.712], [-1.021, 1.145, 0.329], [-2.389, 0.958, 0.436], [-3.106, 1.272, -0.751], [-0.337, 4.836, -0.865], [-1.768, 5.407, 0.031], [-0.245, 5.109, 0.902], [1.342, 3.574, 0.226], [2.796, 1.608, 0.169], [1.837, -0.656, 0.222], [-1.838, -1.312, 0.125], [-2.402, -0.437, 1.958], [-3.409, 0.190, 5.242], [-4.081, -0.668, 3.854], [-3.290, 0.899, 3.629], [-0.950, -2.570, 4.569], [-2.003, -1.882, 5.812], [-2.705, -2.707, 4.414], [-0.780, 1.093, 3.859], [0.177, -0.334, 4.267], [-0.868, 0.404, 5.488], [1.600, -2.971, -2.367], [0.106, -3.575, -3.110], [-0.097, -1.491, -4.429], [1.424, -2.358, -4.757], [-0.076, 0.369, -3.188], [3.601, 1.683, -3.191], [3.637, 4.902, -1.425], [4.554, 4.325, -2.825], [3.281, 5.549, -3.026], [-0.043, -3.665, 1.075], [2.135, -2.772, 1.158], [2.499, -3.180, -0.527], [2.298, -4.457, 0.676], [-0.955, -4.691, -1.115], [0.061, -5.655, -0.050], [0.745, -4.991, -1.521], [-2.988, 2.324, -1.015], [-4.152, 1.061, -0.532], [-2.759, 0.645, -1.577]],
  "nbo_charge": [-0.256, -0.515, 0.341, -0.337, -0.130, -0.256, -0.061, -0.153, 0.709, -0.652, -0.636, 0.125, -0.612, -0.619, -0.625, -0.431, 0.716, -0.684, -0.496, -0.474, 0.691, -0.612, -0.626, 0.323, -0.377, 0.337, -0.661, -0.295, -0.188, -0.043, -0.620, -0.618, 0.278, -0.563, -0.253, 0.196, 0.198, 0.171, 0.220, 0.208, 0.220, 0.240, 0.426, 0.218, 0.211, 0.214, 0.239, 0.206, 0.206, 0.211, 0.234, 0.208, 0.231, 0.240, 0.228, 0.237, 0.451, 0.264, 0.229, 0.235, 0.235, 0.237, 0.239, 0.200, 0.213, 0.212, 0.221, 0.204, 0.193, 0.186, 0.195]
}

{
  "formula": "C5H15N2",
  "method": "ωB97M-V with the def2-TZVPD basis set",
  "total_charge": 1,
  "fmax_ev_per_a": 2.0,
  "de_lowest_kj_mol": 81.7,
  "homo_ev": -14.184,
  "symbols": ["C", "C", "N", "H", "H", "H", "H", "H", "C", "C", "C", "N", "H", "H", "H", "H", "H", "H", "H", "H", "H", "H"],
  "coordinates": [[-1.793, 1.116, 2.259], [0.335, 2.167, 2.153], [-0.495, 1.360, 1.582], [-1.853, 1.519, 3.287], [-1.933, 0.041, 2.274], [-2.593, 1.528, 1.618], [1.384, 2.199, 1.783], [0.012, 2.900, 2.906], [-0.098, -1.742, -2.294], [0.284, -1.123, -0.984], [1.765, -1.246, -0.663], [-0.058, 0.329, -1.020], [-1.182, -1.598, -2.420], [0.450, -1.324, -3.144], [0.079, -2.827, -2.225], [-0.353, -1.532, -0.181], [2.306, -0.706, -1.455], [2.061, -2.288, -0.736], [2.073, -0.825, 0.318], [-0.956, 0.497, -1.449], [-0.096, 0.723, -0.031], [0.662, 0.832, -1.576]],
  "nbo_charge": [-0.445, -0.006, -0.486, 0.212, 0.217, 0.215, 0.187, 0.186, -0.630, -0.046, -0.631, -0.710, 0.220, 0.226, 0.253, 0.218, 0.210, 0.252, 0.234, 0.426, 0.474, 0.425]
}

{
  "formula": "C30H46N2O3PS4SbSeZn",
  "method": "ωB97M-V with the def2-TZVPD basis set",
  "total_charge": -2,
  "fmax_ev_per_a": 0.5,
  "de_lowest_kj_mol": 4.8,
  "homo_ev": -0.871,
  "symbols": ["Zn", "S", "Sb", "S", "S", "S", "C", "C", "C", "C", "C", "C", "P", "C", "C", "C", "C", "C", "C", "C", "C", "C", "C", "C", "C", "H", "H", "H", "H", "H", "H", "H", "H", "H", "H", "H", "H", "H", "H", "H", "H", "H", "H", "H", "H", "H", "H", "H", "H", "H", "H", "H", "H", "H", "H", "H", "H", "H", "C", "N", "C", "C", "N", "C", "C", "Se", "H", "H", "H", "H", "H", "H", "H", "H", "O", "C", "C", "C", "C", "C", "C", "C", "O", "O", "H", "H", "H", "H", "H"],
  "coordinates": [[-0.803, -2.314, -0.878], [1.907, -4.793, -3.150], [1.479, -5.401, -0.984], [-1.772, -4.078, -0.245], [1.154, -1.425, -1.827], [3.324, -4.764, 0.267], [6.237, -0.051, -1.647], [5.220, 0.203, -2.754], [3.887, 0.694, -2.170], [3.589, 0.048, -0.795], [4.240, -1.346, -0.741], [5.766, -1.209, -0.750], [1.790, -0.063, -0.503], [1.494, -0.417, 1.274], [2.474, 0.320, 2.231], [3.501, -0.637, 2.834], [2.823, -1.729, 3.674], [1.448, -2.122, 3.106], [1.406, -1.920, 1.597], [1.041, 1.597, -0.746], [1.841, 2.769, -0.129], [1.479, 4.103, -0.799], [-0.008, 4.143, -1.137], [-0.361, 3.072, -2.187], [0.652, 1.920, -2.193], [6.352, 0.865, -1.057], [7.219, -0.275, -2.069], [5.058, -0.725, -3.308], [5.596, 0.941, -3.468], [3.084, 0.447, -2.868], [3.908, 1.783, -2.069], [4.011, 0.664, 0.003], [3.892, -1.938, -1.588], [3.932, -1.918, 0.130], [6.191, -2.153, -1.094], [6.128, -1.054, 0.271], [0.492, -0.008, 1.423], [1.888, 0.765, 3.041], [2.980, 1.147, 1.739], [4.209, -0.077, 3.452], [4.081, -1.094, 2.032], [2.711, -1.378, 4.704], [3.467, -2.610, 3.699], [0.655, -1.529, 3.573], [1.238, -3.168, 3.330], [0.470, -2.326, 1.205], [2.202, -2.506, 1.130], [0.095, 1.490, -0.210], [2.917, 2.605, -0.210], [1.609, 2.837, 0.937], [2.063, 4.228, -1.717], [1.751, 4.930, -0.137], [-0.292, 5.137, -1.491], [-0.581, 3.956, -0.225], [-0.408, 3.520, -3.184], [-1.342, 2.658, -1.955], [1.542, 2.187, -2.771], [0.213, 1.040, -2.663], [-5.310, -0.796, -4.012], [-5.879, -0.293, -2.781], [-6.838, 0.695, -2.680], [-7.038, 0.909, -1.365], [-6.200, 0.055, -0.681], [-6.058, 0.014, 0.762], [-5.470, -0.704, -1.546], [-4.219, -2.025, -1.152], [-6.066, -0.760, -4.795], [-4.986, -1.821, -3.839], [-4.440, -0.206, -4.305], [-7.288, 1.150, -3.542], [-7.699, 1.586, -0.858], [-7.044, 0.091, 1.220], [-5.424, 0.832, 1.102], [-5.587, -0.931, 1.030], [-3.570, 2.072, 2.228], [-3.384, 0.795, 2.627], [-3.923, 0.391, 3.847], [-3.791, -0.926, 4.257], [-3.126, -1.854, 3.464], [-2.571, -1.449, 2.260], [-2.684, -0.129, 1.832], [-2.058, 0.311, 0.539], [-2.336, 1.466, 0.119], [-1.221, -0.444, -0.020], [-3.135, 2.101, 1.315], [-4.445, 1.124, 4.449], [-4.220, -1.232, 5.205], [-3.043, -2.888, 3.769], [-2.084, -2.177, 1.617]],
  "lowdin_charge": [0.019, -0.487, 0.144, -0.305, 0.386, -0.411, -0.209, -0.199, -0.203, -0.417, -0.242, -0.183, 0.710, -0.364, -0.183, -0.194, -0.190, -0.180, -0.232, -0.385, -0.186, -0.206, -0.197, -0.185, -0.210, 0.104, 0.098, 0.119, 0.102, 0.085, 0.101, 0.103, 0.087, 0.037, 0.112, 0.101, 0.098, 0.118, 0.074, 0.103, 0.092, 0.097, 0.105, 0.110, 0.114, 0.050, 0.014, 0.088, 0.088, 0.109, 0.106, 0.102, 0.098, 0.109, 0.102, 0.097, 0.098, 0.080, -0.059, -0.147, -0.077, -0.074, -0.129, -0.026, -0.691, 0.607, 0.081, 0.046, 0.094, 0.105, 0.108, 0.089, 0.083, 0.057, 0.011, -0.313, -0.044, -0.108, -0.087, -0.039, -0.083, -0.583, -0.005, -0.179, 0.059, 0.101, 0.089, 0.099, 0.020]
}

{
  "formula": "C5H6N",
  "method": "ωB97M-V with the def2-TZVPD basis set",
  "total_charge": 1,
  "fmax_ev_per_a": 6.4,
  "de_lowest_kj_mol": 629.5,
  "homo_ev": -15.568,
  "smiles": "C#C[NH+](C)C#C",
  "symbols": ["C", "C", "N", "C", "C", "C", "H", "H", "H", "H", "H", "H"],
  "coordinates": [[0.182, 2.503, -0.452], [0.064, 1.415, 0.124], [0.128, 0.041, 0.503], [-1.029, -0.759, 0.807], [0.747, -0.622, -0.544], [1.179, -1.322, -1.375], [0.285, 3.431, -0.885], [0.825, 0.059, 1.202], [-1.810, -0.679, 0.015], [-0.772, -1.808, 1.020], [-1.600, -0.584, 1.702], [1.802, -1.675, -2.118]],
  "nbo_charge": [-0.017, 0.040, -0.393, -0.452, 0.058, -0.045, 0.267, 0.476, 0.268, 0.268, 0.266, 0.265]
}

Number 1: lowest unoccupied orbital energy -0.19 eV. Number 2: lowest unoccupied orbital energy 2.03 eV. Number 3: lowest unoccupied orbital energy 0.72 eV. Number 4: lowest unoccupied orbital energy -2.88 eV. Number 5: lowest unoccupied orbital energy 3.99 eV. Number 6: lowest unoccupied orbital energy -3.70 eV.